Record 1
Density functional theory data (the ωB97M-V functional and the def2-TZVPD basis) for a 2-piece molecular cluster, C3H9N2S3 overall in a non-equilibrium geometry.

Last column: natural (NBO) charge in e.
Positions of all 17 atoms, in Å:
C: 0.42892 2.27893 0.15044  -0.333
C: -0.24467 -1.89230 -1.27828  -0.031
C: 0.39293 0.81660 2.14207  -0.425
N: 0.01709 1.05589 0.81520  -0.476
N: 0.13485 -2.87166 -0.47265  -0.697
S: -1.08581 0.14612 -0.01772  0.222
S: -0.01543 2.47602 -1.40900  0.213
S: -1.79648 -2.13179 -1.87566  0.260
H: 0.85358 2.96486 0.82707  0.222
H: 0.41927 -1.09221 -1.45157  0.260
H: 0.21993 1.69973 2.79799  0.220
H: -0.27003 0.03873 2.44914  0.232
H: 1.38295 0.67679 2.28436  0.218
H: 1.10609 -3.00606 -0.34414  0.415
H: -0.28804 -3.75689 -0.67488  0.409
H: 0.45871 3.70803 -1.34224  0.148
H: -1.71386 -1.11079 -2.60012  0.144

- spin multiplicity = 3
- F_max (eV/A) = 3.6
- highest occupied orbital energy (spin up / spin down) (eV) = -9.74 / -13.06
- energy (a.u.) = -1423.36034
- lowest unoccupied orbital energy (spin up / spin down) (eV) = -4.52 / -5.99
- charge = +1
- gap between HOMO and LUMO (spin up / spin down) (eV) = 5.221 / 7.076
- expectation value of S² = 2.01

***

Record 2
Density functional theory data (the ωB97M-V functional and the def2-TZVPD basis) for a 2-piece molecular cluster, C3H9N3 overall in a non-equilibrium geometry.

Last column: natural (NBO) charge in e.
Positions of all 15 atoms, in Å:
C: -1.93950 1.45265 1.21373  -0.500
C: -1.52921 1.71969 -0.01999  0.016
N: -0.72305 0.94644 -0.89425  -0.818
H: -2.33190 2.26924 1.80247  0.207
H: -1.76694 0.49402 1.67755  0.186
H: -1.40471 2.76518 -0.30521  0.174
H: -0.55180 0.05699 -0.43293  0.362
H: 0.19532 1.36859 -0.97129  0.366
N: 0.54209 -1.92851 0.16555  -0.830
C: 1.62200 -1.24940 -0.32361  0.269
N: 1.96554 -1.31822 -1.54310  -0.712
H: 0.28248 -2.76064 -0.33747  0.403
H: 0.44073 -1.98954 1.16443  0.389
H: 2.24269 -0.72929 0.41338  0.144
H: 2.95627 -1.09720 -1.60927  0.344

- F_max (eV/A) = 2.7
- highest occupied orbital energy (eV) = -8.52
- energy (a.u.) = -283.92043
- lowest unoccupied orbital energy (eV) = 0.75
- gap between HOMO and LUMO (eV) = 9.273